# 1
16
Properties=species:S:1:pos:R:3:mulliken_charge:R:1 method="wB97M-V/def2-TZVPD" e_tot_ev=-35488.7581 de_lowest_kcal_mol=0.00 total_charge=-1 molar_mass_da=277.95 fmax_ev_per_a=3.25
C 2.554 -0.213 -1.059 0.63
C 0.924 1.803 -1.091 -1.28
C 1.073 0.359 -0.889 0.58
N 0.180 -0.425 -0.383 -0.19
O 2.622 -1.509 -0.835 -0.63
O 3.457 0.583 -1.286 -0.66
P 0.594 -2.044 -0.080 -0.06
P -1.965 -0.201 0.110 0.02
I -4.445 -0.324 0.242 -0.39
H 1.437 2.424 -0.314 0.24
H -0.058 2.207 -1.084 0.40
H 1.425 2.142 -1.979 0.34
H -0.607 -2.152 0.820 -0.05
H 1.436 -1.642 1.008 0.02
H -2.106 0.466 -1.131 0.02
H -2.080 -1.667 -0.270 0.03

# 2
15
Properties=species:S:1:pos:R:3:mulliken_charge:R:1 method="wB97M-V/def2-TZVPD" e_tot_ev=-19513.7560 de_lowest_kcal_mol=19.94 smiles=C[C@@]1(O)O[C@]1(O)I.O molar_mass_da=233.99 fmax_ev_per_a=2.09
C -1.221 -1.172 0.480 -1.18
C -0.028 -0.939 -0.289 0.91
C 0.959 -0.024 0.314 0.11
O 0.275 -1.985 -1.095 -0.46
O 0.085 0.446 -0.649 -0.48
O 0.836 0.471 1.606 -0.55
O 1.027 2.775 0.537 -0.63
I 3.143 -0.269 -0.235 -0.05
H -2.101 -0.975 -0.072 0.29
H -1.178 -0.636 1.429 0.34
H -1.138 -2.260 0.540 0.33
H 1.243 -2.037 -1.285 0.23
H 0.695 3.695 0.653 0.30
H 1.112 1.439 1.626 0.47
H 0.549 2.423 -0.228 0.37

# 3
11
Properties=species:S:1:pos:R:3:mulliken_spin:R:1 method="wB97M-V/def2-TZVPD" e_tot_ev=-4711.0043 spin_multiplicity=2 de_lowest_kcal_mol=31.31 total_charge=-1 molar_mass_da=57.10 fmax_ev_per_a=3.28
C -0.496 -0.773 1.086 -0.06
C -0.089 0.347 0.142 0.67
C 0.274 0.138 -1.317 -0.03
N -0.137 1.687 0.624 0.14
H -0.962 -1.599 0.523 0.02
H -1.048 -0.368 1.943 0.02
H 0.454 -1.234 1.474 0.07
H -0.600 0.400 -1.941 0.05
H 0.931 1.465 0.534 0.08
H 1.102 0.829 -1.521 0.04
H 0.573 -0.894 -1.548 0.01

# 4
11
Properties=species:S:1:pos:R:3:mulliken_charge:R:1 method="wB97M-V/def2-TZVPD" e_tot_ev=-4712.8361 de_lowest_kcal_mol=30.46 smiles="C=CCN" molar_mass_da=57.10 fmax_ev_per_a=3.43
C -0.046 -0.013 0.752 -0.28
C 0.126 0.242 -0.724 -0.12
C 1.074 -0.319 -1.576 -0.70
H -2.135 -0.478 0.802 0.23
H -1.286 0.101 2.295 0.24
H 0.574 0.925 1.186 0.18
H 0.332 -0.938 1.095 0.34
H -0.348 1.198 -1.174 0.21
H 1.801 -1.090 -1.380 0.28
H 1.311 0.192 -2.521 0.22
N -1.404 0.181 1.244 -0.59